No. 1
H2O2P | wB97M-V/def2-TZVPD

Values from the calculation:
- Net charge: -1
- LUMO level (spin up / spin down): 4.9 / 3.3 eV
- Multiplicity: 3
- Gap between HOMO and LUMO (spin up / spin down): 4.3 / 8.4 eV

Cartesian coordinates (Å):
O  -1.526  0.901  -0.007
O  -0.215  -1.616  0.055
P  0.024  -0.112  0.046
H  0.968  0.235  0.941
H  0.749  0.592  -1.035

No. 2
C15H5Cl4N2O2 | wB97M-V/def2-TZVPD

Values from the calculation:
- Net charge: -1
- LUMO level: 0.4 eV
- Gap between HOMO and LUMO: 3.9 eV

Cartesian coordinates (Å):
Cl  0.937  -3.239  2.004
C  0.456  -1.633  2.322
C  1.402  -0.619  2.340
Cl  3.044  -0.904  2.022
C  1.063  0.715  2.835
O  1.789  1.414  3.543
C  -0.394  1.090  2.550
O  -0.703  2.233  2.215
C  -1.337  -0.017  2.719
Cl  -2.969  0.413  2.920
C  -0.922  -1.335  2.609
Cl  -2.040  -2.616  2.759
C  2.572  2.279  1.156
C  3.904  1.938  1.461
N  5.037  1.731  1.696
C  2.172  3.642  1.486
C  1.233  4.364  0.718
C  1.040  5.723  0.971
C  1.690  6.341  2.050
C  2.534  5.596  2.883
C  2.765  4.253  2.612
C  1.960  1.607  0.096
N  1.423  1.027  -0.773
H  0.698  3.859  -0.091
H  0.383  6.303  0.320
H  1.538  7.402  2.248
H  3.032  6.048  3.741
H  3.403  3.648  3.259

The following relative energy (zero: lowest compared OMol25 entry of this formula, charge and spin) values (in kcal/mol) correspond, in order, to the records above: 16.6, 21.1.